1.
{
  "formula": "CH3INOP",
  "method": "ωB97M-V/def2-TZVPD",
  "symbols": ["O", "C", "N", "P", "H", "H", "I", "H"],
  "xyz": [[0.172, 1.968, -0.255], [-0.732, 1.350, 0.130], [-1.493, 0.555, 0.631], [-2.941, -0.181, 0.147], [-2.426, -1.412, 0.604], [-2.482, -0.508, -1.256], [5.185, -0.128, 0.220], [4.717, -1.645, -0.221]],
  "lumo_ev": 0.5,
  "charge": 0,
  "energy_ev": -22011.9254,
  "smiles": "O=C=NP.I",
  "orbital_gap_ev": 10.168,
  "de_lowest_kcal_mol": 14.3
}

2.
{
  "formula": "CH3IO2P",
  "method": "ωB97M-V/def2-TZVPD",
  "symbols": ["C", "O", "O", "P", "I", "H", "H", "H"],
  "xyz": [[-0.068, 0.111, -0.181], [-0.024, 1.732, -2.952], [-1.715, 2.648, -1.229], [-1.042, 1.499, -1.846], [-2.741, -0.034, -2.632], [-0.011, 0.511, 0.838], [-0.884, -0.642, -0.304], [0.873, -0.431, -0.509]],
  "lumo_ev": 3.1,
  "charge": -1,
  "energy_ev": -22572.9830,
  "orbital_gap_ev": 7.781,
  "de_lowest_kcal_mol": 34.9
}

3.
{
  "formula": "CH3IO3S",
  "method": "ωB97M-V/def2-TZVPD",
  "symbols": ["C", "O", "O", "O", "S", "I", "H", "H", "H"],
  "xyz": [[-1.301, -0.156, -0.093], [-0.350, 2.389, 0.115], [1.260, 0.482, -0.536], [2.108, -2.265, 0.334], [-0.007, 1.051, 0.487], [2.781, -0.629, 0.147], [-0.676, -1.097, -0.179], [-2.031, 0.089, 0.716], [-1.784, 0.135, -0.992]],
  "lumo_ev": [-0.4, -3.0],
  "charge": 0,
  "energy_ev": -26157.3051,
  "multiplicity": 3,
  "orbital_gap_ev": [7.173, 6.258],
  "s2": 2.01,
  "de_lowest_kcal_mol": 70.6
}

4.
{
  "formula": "CH3IO3S2",
  "method": "ωB97M-V/def2-TZVPD",
  "symbols": ["C", "O", "O", "O", "S", "S", "I", "H", "H", "H"],
  "xyz": [[-0.178, 0.108, -0.053], [-0.725, -1.452, -2.510], [-2.600, 1.117, 0.130], [-2.329, -1.364, 0.211], [-2.180, -0.334, -2.505], [-1.968, -0.090, -0.312], [-1.441, 1.783, -3.106], [0.229, 0.711, -0.870], [-0.455, 0.760, 0.699], [0.305, -0.805, 0.105]],
  "lumo_ev": -1.4,
  "charge": 0,
  "energy_ev": -36995.4503,
  "orbital_gap_ev": 8.546,
  "de_lowest_kcal_mol": 48.0
}

5.
{
  "formula": "CH3MgO2Tb",
  "method": "ωB97M-V/def2-TZVPD",
  "symbols": ["O", "Tb", "O", "C", "Mg", "H", "H", "H"],
  "xyz": [[3.090, -0.204, -0.087], [1.546, 1.105, -0.675], [-0.463, 0.770, 0.063], [-1.694, 0.152, -0.027], [3.709, -1.696, 0.806], [-1.759, -0.615, -0.825], [-1.891, -0.364, 0.933], [-2.537, 0.852, -0.188]],
  "lumo_ev": [-4.6, -5.4],
  "charge": 1,
  "energy_ev": -33053.1498,
  "multiplicity": 8,
  "orbital_gap_ev": [9.071, 4.771],
  "s2": 16.77,
  "de_lowest_kcal_mol": 0.0
}

6.
{
  "formula": "CH3N2",
  "method": "ωB97M-V/def2-TZVPD",
  "symbols": ["C", "N", "N", "H", "H", "H"],
  "xyz": [[-0.209, 0.678, 0.194], [-0.025, -0.606, 0.118], [0.292, -1.712, 0.103], [-1.102, 1.344, -0.316], [0.516, 1.140, 0.981], [1.017, -2.206, -0.510]],
  "lumo_ev": -6.6,
  "charge": 1,
  "energy_ev": -4054.6443,
  "smiles": "C=[N+]=N",
  "orbital_gap_ev": 10.284,
  "de_lowest_kcal_mol": 43.2
}

7.
{
  "formula": "CH3N2O2",
  "method": "ωB97M-V/def2-TZVPD",
  "symbols": ["C", "N", "N", "O", "O", "H", "H", "H"],
  "xyz": [[0.406, -0.946, 0.064], [0.228, 0.182, -0.765], [-0.469, 1.199, -0.251], [-1.176, 1.069, 0.763], [-0.370, 2.226, -0.914], [-0.101, -0.748, 1.162], [-0.075, -1.781, -0.301], [1.557, -1.200, 0.241]],
  "lumo_ev": 4.7,
  "charge": -1,
  "energy_ev": -8157.9609,
  "smiles": "CN=[N+]([O-])[O-]",
  "orbital_gap_ev": 8.017,
  "de_lowest_kcal_mol": 82.0
}

8.
{
  "formula": "CH3N2O2",
  "method": "ωB97M-V/def2-TZVPD",
  "symbols": ["C", "N", "N", "O", "O", "H", "H", "H"],
  "xyz": [[0.104, 0.017, -0.202], [1.117, 0.832, -0.357], [-0.714, -0.737, -0.789], [2.270, 1.073, -0.124], [-0.412, 0.261, 1.178], [-0.198, 0.746, 2.395], [-0.809, -0.930, -1.827], [-1.356, -1.261, -0.274]],
  "lumo_ev": [-7.2, -7.2],
  "charge": 1,
  "energy_ev": -8146.2347,
  "orbital_gap_ev": [8.222, 8.196],
  "de_lowest_kcal_mol": 113.0
}

9.
{
  "formula": "CH3N2O2",
  "method": "ωB97M-V/def2-TZVPD",
  "symbols": ["C", "N", "N", "O", "O", "H", "H", "H"],
  "xyz": [[0.399, 0.645, 0.435], [-0.188, -0.374, -0.178], [0.147, 2.735, 4.287], [0.207, 1.244, 1.464], [-0.628, 2.033, 3.970], [1.356, 1.000, -0.149], [-0.050, -0.814, -1.054], [-0.998, -0.610, 0.480]],
  "lumo_ev": [-9.0, -9.1],
  "charge": 1,
  "energy_ev": -8149.6961,
  "orbital_gap_ev": [5.101, 4.988],
  "de_lowest_kcal_mol": 33.1
}

10.
{
  "formula": "CH3N2O3S",
  "method": "ωB97M-V/def2-TZVPD",
  "symbols": ["C", "N", "N", "O", "O", "O", "S", "H", "H", "H"],
  "xyz": [[-1.697, -0.270, -2.561], [-0.564, -0.027, -2.409], [1.422, -1.079, 0.045], [1.950, 1.178, 1.309], [-2.707, -0.777, -2.894], [0.610, 1.319, -0.699], [1.915, 0.710, -0.023], [0.463, -1.035, 0.373], [-0.012, 0.608, -1.780], [1.417, -1.469, -0.875]],
  "lumo_ev": 3.7,
  "charge": -1,
  "energy_ev": -21045.0151,
  "orbital_gap_ev": 8.195,
  "de_lowest_kcal_mol": 1.1
}

11.
{
  "formula": "CH3N2O3S",
  "method": "ωB97M-V/def2-TZVPD",
  "symbols": ["C", "N", "N", "O", "O", "O", "S", "H", "H", "H"],
  "xyz": [[-2.939, 0.761, -0.221], [-1.751, 0.725, -0.233], [0.832, 0.547, -0.283], [2.243, -1.568, -0.799], [-4.081, 0.430, -0.152], [1.550, -0.987, 1.454], [2.240, -0.277, -0.060], [0.883, 1.592, 0.066], [0.946, -1.469, 0.952], [0.076, 0.247, -0.724]],
  "lumo_ev": 3.2,
  "charge": -1,
  "energy_ev": -21043.3188,
  "orbital_gap_ev": 7.283,
  "de_lowest_kcal_mol": 40.2
}

12.
{
  "formula": "CH3N2O3S",
  "method": "ωB97M-V/def2-TZVPD",
  "symbols": ["C", "N", "N", "O", "O", "O", "S", "H", "H", "H"],
  "xyz": [[-0.351, -1.778, 0.057], [-1.047, -0.903, 0.686], [0.432, 0.857, 1.150], [1.670, 2.117, -0.686], [0.694, -2.146, -0.294], [-0.771, 1.538, -1.045], [0.704, 1.022, -0.492], [-1.316, -2.271, -0.367], [-1.312, 0.965, -0.612], [1.298, 0.599, 1.602]],
  "lumo_ev": [4.0, 1.9],
  "charge": -1,
  "energy_ev": -21039.2800,
  "multiplicity": 3,
  "orbital_gap_ev": [6.775, 5.875],
  "s2": 2.01,
  "de_lowest_kcal_mol": 66.7
}

13.
{
  "formula": "CH3N2O3S",
  "method": "ωB97M-V/def2-TZVPD",
  "symbols": ["C", "N", "N", "O", "O", "O", "S", "H", "H", "H"],
  "xyz": [[0.338, -0.704, 0.996], [0.799, 0.466, 1.021], [-0.673, 0.270, 0.591], [-0.375, -0.638, -1.885], [0.791, 1.296, -1.324], [0.378, -1.984, 1.068], [-0.581, 0.711, -1.572], [1.190, 2.226, -1.264], [-1.340, 0.765, 1.175], [-0.527, -2.408, 1.193]],
  "lumo_ev": -5.4,
  "charge": 1,
  "energy_ev": -21031.6151,
  "orbital_gap_ev": 9.800,
  "de_lowest_kcal_mol": 26.7
}

14.
{
  "formula": "CH3N2O4S",
  "method": "ωB97M-V/def2-TZVPD",
  "symbols": ["C", "N", "N", "O", "O", "O", "O", "S", "H", "H", "H"],
  "xyz": [[1.246, 1.100, 0.117], [-1.151, 0.814, 0.602], [-0.156, 0.730, -0.460], [-1.493, -1.509, -1.010], [2.161, 1.250, -0.588], [0.887, -1.465, -1.552], [0.152, -1.475, 0.770], [-0.129, -1.137, -0.636], [1.109, 1.133, 1.190], [-0.785, 0.207, 1.388], [-1.841, 0.352, 0.178]],
  "lumo_ev": [4.1, 0.8],
  "charge": -1,
  "energy_ev": -23086.8078,
  "multiplicity": 3,
  "orbital_gap_ev": [5.507, 6.066],
  "s2": 2.01,
  "de_lowest_kcal_mol": 28.1
}

15.
{
  "formula": "CH3N2OP",
  "method": "ωB97M-V/def2-TZVPD",
  "symbols": ["C", "N", "N", "O", "P", "H", "H", "H"],
  "xyz": [[1.010, -0.039, 0.375], [-0.069, 1.418, 0.058], [-1.161, 1.000, -0.139], [0.116, -1.056, 0.183], [-1.492, -0.681, -0.046], [1.795, 0.020, -0.370], [1.348, 0.071, 1.401], [-1.547, -0.732, -1.461]],
  "lumo_ev": 0.8,
  "charge": 0,
  "energy_ev": -15399.9180,
  "orbital_gap_ev": 9.578,
  "de_lowest_kcal_mol": 53.8
}

16.
{
  "formula": "CH3N2OP",
  "method": "ωB97M-V/def2-TZVPD",
  "symbols": ["C", "N", "N", "O", "P", "H", "H", "H"],
  "xyz": [[-0.893, 0.021, 0.032], [-0.270, 1.127, 0.660], [0.823, 1.454, 0.410], [-0.016, -0.690, -0.884], [1.574, -0.424, -0.743], [-1.256, -0.705, 0.678], [-1.655, 0.618, -0.648], [1.692, -1.402, 0.494]],
  "lumo_ev": [0.0, 0.0],
  "charge": 0,
  "energy_ev": -15399.1660,
  "orbital_gap_ev": [8.474, 8.475],
  "de_lowest_kcal_mol": 71.1
}

17.
{
  "formula": "CH3N2OP",
  "method": "ωB97M-V/def2-TZVPD",
  "symbols": ["C", "N", "N", "O", "P", "H", "H", "H"],
  "xyz": [[1.136, -0.020, -0.500], [-0.472, -1.530, -0.017], [-1.427, -0.933, 0.262], [0.162, 0.972, -0.338], [-1.387, 0.862, 0.242], [1.993, -0.099, 0.246], [1.490, 0.031, -1.501], [-1.494, 0.717, 1.606]],
  "lumo_ev": [0.6, -1.0],
  "charge": 0,
  "energy_ev": -15396.9213,
  "multiplicity": 3,
  "orbital_gap_ev": [6.937, 9.146],
  "s2": 2.01,
  "de_lowest_kcal_mol": 19.7
}

18.
{
  "formula": "CH3N2P",
  "method": "ωB97M-V/def2-TZVPD",
  "symbols": ["C", "N", "N", "P", "H", "H", "H"],
  "xyz": [[1.165, -0.793, 0.083], [1.366, -1.908, -0.084], [0.417, 1.467, -0.828], [0.822, 0.915, 0.560], [-1.732, -0.991, 0.261], [0.153, 2.443, -0.874], [-2.191, -1.133, 0.882]],
  "lumo_ev": -1.3,
  "charge": 0,
  "energy_ev": -13352.2830,
  "orbital_gap_ev": 9.248,
  "de_lowest_kcal_mol": 34.6
}

19.
{
  "formula": "CH3N3O",
  "method": "ωB97M-V/def2-TZVPD",
  "symbols": ["N", "N", "O", "C", "N", "H", "H", "H"],
  "xyz": [[-2.730, 1.637, 1.104], [-2.604, 0.994, 1.975], [-2.400, 0.376, 2.912], [0.151, 0.269, -0.240], [-0.533, -0.146, 0.717], [0.592, -0.232, -1.148], [0.332, 1.318, -0.465], [-0.926, -1.078, 0.811]],
  "lumo_ev": 1.2,
  "charge": 0,
  "energy_ev": -7600.1594,
  "smiles": "N#[N+][O-].C=N",
  "orbital_gap_ev": 10.976,
  "de_lowest_kcal_mol": 79.4
}

20.
{
  "formula": "CH3N3O",
  "method": "ωB97M-V/def2-TZVPD",
  "symbols": ["C", "N", "N", "N", "O", "H", "H", "H"],
  "xyz": [[0.286, 0.598, 0.060], [0.674, -0.888, -0.038], [1.978, -0.943, 0.025], [2.499, 0.138, 0.062], [1.582, 1.130, -0.092], [-0.484, 0.928, -0.661], [-0.097, 0.519, 1.059], [0.064, -1.674, -0.222]],
  "lumo_ev": 0.9,
  "charge": 0,
  "energy_ev": -7599.8590,
  "smiles": "C1NN=NO1",
  "orbital_gap_ev": 9.830,
  "de_lowest_kcal_mol": 86.3
}